# 1
The following is a quantum chemistry calculation of one molecule with the formula C10H9N at a distorted geometry, from the OMol25 dataset.

Output
Relative energy (zero: lowest compared OMol25 entry of this formula, charge and spin), kcal/mol: 63.7
E_HOMO, eV: -7.988
Orbital gap, eV: 8.836
SMILES string: c1ccc(-c2ccc[nH]2)cc1
F_max, eV/Å: 7.775

```
! RIJCOSX wB97M-V def2-TZVPD def2/J DEFGRID3
* xyz 0 1
C -1.97051 -1.78952 -1.82174
C -0.89846 -1.12868 -2.39301
C -0.10077 -0.42598 -1.59549
C -0.28168 -0.19325 -0.27222
C -1.31988 -0.92137 0.34548
C -2.18380 -1.70750 -0.37565
C 0.68145 0.52790 0.57612
C 2.07323 0.37420 0.85932
C 2.46365 1.46566 1.64786
C 1.39908 2.25173 1.90697
H -2.83224 -2.39163 -2.44361
H -0.82544 -1.01633 -3.51374
H 0.89174 0.00877 -1.95250
H -1.30477 -0.84731 1.44296
H -2.92417 -2.30500 0.05443
H 2.74922 -0.47735 0.46675
H 3.56959 1.47800 2.18182
H 1.31626 3.05527 2.38138
H -0.75872 2.30996 1.19866
N 0.25621 1.73242 1.30622
*
```

=====

# 2
The following is a quantum chemistry calculation of an isolated ion of composition C10H9N2O and charge +1 at a distorted geometry, from the OMol25 dataset.

Output
Relative energy (zero: lowest compared OMol25 entry of this formula, charge and spin), kcal/mol: 18.1
E_HOMO, eV: -13.542
Orbital gap, eV: 7.815
SMILES string: Cc1cccc(C2=[N+]=CN=CO2)c1
F_max, eV/Å: 5.435

```
! RIJCOSX wB97M-V def2-TZVPD def2/J DEFGRID3
* xyz 1 1
C 1.52315 1.62912 -0.49966
C 1.83903 0.30305 -0.30478
C 0.21205 2.07340 -0.35098
C -0.52038 -0.12713 0.22484
C 0.80955 -0.59895 0.06640
C -0.82744 1.19753 -0.00301
C 2.60760 -3.76848 -0.01719
C 0.48763 -4.13949 0.67312
C 1.07835 -1.95736 0.24128
C -2.23146 1.68107 0.09907
N 2.52348 -2.49815 -0.08478
N 1.60223 -4.63747 0.34100
O 0.18418 -2.82119 0.63766
H 2.29776 2.33216 -0.76890
H 2.84737 -0.06618 -0.40636
H -0.01261 3.11880 -0.50964
H -1.30376 -0.81921 0.49996
H 3.55964 -4.23228 -0.25335
H -0.32544 -4.75831 1.03035
H -2.29920 2.59899 0.67800
H -2.61903 1.89741 -0.89590
H -2.87100 0.93095 0.55638
*
```

=====

# 3
The following is a quantum chemistry calculation of one molecule with the formula C10H9N3 at a distorted geometry, from the OMol25 dataset.

Output
Relative energy (zero: lowest compared OMol25 entry of this formula, charge and spin), kcal/mol: 100.9
E_HOMO (spin up / spin down), eV: -8.560 / -7.713
Orbital gap (spin up / spin down), eV: 7.764 / 5.702
F_max, eV/Å: 1.615

```
! RIJCOSX wB97M-V def2-TZVPD def2/J DEFGRID3
* xyz 0 1
C -2.81498 -0.63873 -1.05667
C -2.85992 0.43854 1.09282
C 2.11202 -1.77724 0.87194
C 0.72724 -2.04245 0.47816
C 2.71691 -0.70699 0.35484
C 0.08441 -0.93347 0.15975
C 1.96258 0.24285 -0.55667
C -1.49620 1.46622 -0.69902
C -0.15902 1.45595 0.09920
C -2.43848 0.40725 -0.22924
N -3.13485 -1.50702 -1.74732
N -3.18798 0.49425 2.19799
N 0.57822 0.24707 -0.12996
H 2.61037 -2.47027 1.52881
H 0.28917 -3.02047 0.53488
H 3.75408 -0.48020 0.54015
H 2.36249 1.25513 -0.47966
H 2.06754 -0.09363 -1.60050
H -1.93028 2.45669 -0.53737
H -1.29035 1.33666 -1.76507
H 0.44969 2.30735 -0.21971
H -0.40266 1.56251 1.16265
*
```

=====

# 4
The following is a quantum chemistry calculation of a 2-piece molecular cluster, C10H9N3O2 overall at a distorted geometry, from the OMol25 dataset.

Output
Relative energy (zero: lowest compared OMol25 entry of this formula, charge and spin), kcal/mol: 33.1
E_HOMO, eV: -8.525
Orbital gap, eV: 8.736
SMILES string: N#C/C(N)=C(/O)c1ccccc1.N=C=O
F_max, eV/Å: 4.937

```
! RIJCOSX wB97M-V def2-TZVPD def2/J DEFGRID3
* xyz 0 1
C -1.02256 -1.07692 -2.26678
C 0.78073 -1.21128 2.49709
C 1.09124 -1.56687 1.21793
C -0.06755 -0.13322 2.69451
C 0.73172 -0.85154 0.09518
C -0.54718 0.55386 1.59503
C -0.13260 0.19274 0.31574
C -0.69642 0.84849 -0.86847
C 2.28726 0.50010 -2.70781
C -1.16060 0.36571 -2.06194
N -1.05405 -2.21275 -2.44826
N 2.11632 -0.19770 -3.63197
N -1.54268 1.28973 -3.11110
O -0.98854 2.20040 -0.77824
O 2.66686 1.05533 -1.75441
H 1.18247 -1.77813 3.38717
H 1.88625 -2.47773 1.16947
H -0.28634 0.27564 3.75879
H 1.13628 -1.13401 -0.88251
H -1.15566 1.46047 1.51903
H -2.48195 1.18346 -3.31271
H 1.34343 -0.67030 -4.03911
H -0.89701 2.69157 0.08781
H -1.26131 2.22010 -2.88143
*
```

=====

# 5
The following is a quantum chemistry calculation of one molecule with the formula C10H9NOS at a distorted geometry, from the OMol25 dataset.

Output
Relative energy (zero: lowest compared OMol25 entry of this formula, charge and spin), kcal/mol: 82.0
E_HOMO, eV: -6.480
Orbital gap, eV: 7.052
SMILES string: C1=CC2=C3SC=CN3CO[C@@H]2C=C1
F_max, eV/Å: 3.828

```
! RIJCOSX wB97M-V def2-TZVPD def2/J DEFGRID3
* xyz 0 1
C -2.22799 2.07724 -0.15942
C -0.92223 1.93573 0.18676
C -3.09985 0.90931 -0.33944
C -2.65234 -0.34739 -0.27738
C 3.00004 -0.88052 -0.13208
C 3.61449 0.31440 -0.10496
C -0.32003 0.63911 0.17225
C 1.04849 0.45358 0.07093
C 0.80567 -1.93085 0.09975
C -1.22705 -0.66534 0.15718
N 1.64794 -0.75484 0.06667
O -0.46546 -1.70769 -0.48376
S 2.39586 1.58900 0.00105
H -2.59501 3.01305 -0.10682
H -0.17948 2.64833 0.37927
H -4.12325 0.99674 -0.48098
H -3.36453 -1.09665 -0.23426
H 3.58059 -1.74182 -0.18273
H 4.58066 0.50956 -0.31926
H 1.11462 -2.75440 -0.64296
H 0.64538 -2.40962 1.05023
H -1.25650 -0.79693 1.27995
*
```

=====

# 6
The following is a quantum chemistry calculation of one molecule with the formula C11H10 at a distorted geometry, from the OMol25 dataset.

Output
Relative energy (zero: lowest compared OMol25 entry of this formula, charge and spin), kcal/mol: 224.2
E_HOMO, eV: -7.603
Orbital gap, eV: 8.682
SMILES string: C[C@]12[C@@H]3C=C4[C@]5([C@@H]6C[C@@H]65)[C@@]41[C@@H]32
F_max, eV/Å: 3.018

```
! RIJCOSX wB97M-V def2-TZVPD def2/J DEFGRID3
* xyz 0 1
C 1.63333 1.18807 -1.19709
C 0.37395 0.96217 -1.29245
C -2.69394 -0.83831 -0.68700
C 2.19503 0.29893 -0.01634
C -1.90211 -0.30458 -1.79589
C -2.23786 0.63710 -0.58756
C 1.50561 -1.03109 -0.04058
C -0.82843 0.27553 -0.89029
C 0.16847 -0.38122 -0.03948
C 1.12828 0.04185 0.97927
C 1.12384 -0.00081 2.49326
H 2.01637 1.88663 -1.83578
H -3.69184 -1.05044 -0.90464
H -2.17039 -1.52805 0.10874
H 3.25502 0.37258 0.29554
H -2.13270 -0.11409 -2.82636
H -2.68853 1.62599 -0.42043
H 1.63368 -2.13240 0.03744
H 0.92267 -1.01080 2.97921
H 0.27134 0.69582 2.77020
H 2.11824 0.40709 2.87022
*
```